Record 1
ORCA calculation (wB97M-V/def2-TZVPD) on a cluster of 10 separate species, C63H87ClF9N9O3S2 in total at a distorted geometry.

The geometry in XYZ format:
```
174
C63H87ClF9N9O3S2, DFT wB97M-V/def2-TZVPD
C -1.184 -0.434 5.815
C -0.264 -0.272 5.040
C 0.664 0.200 3.867
C 2.087 0.572 4.551
C 1.980 0.445 6.140
C 1.960 1.564 7.030
C 0.126 1.585 3.246
Cl -0.009 2.874 4.546
O -1.226 1.454 2.730
S -1.241 0.546 1.349
O -0.459 1.114 0.252
O -2.660 0.383 0.996
C -0.519 -1.098 1.848
C -1.695 -1.876 2.574
C -2.597 -2.755 1.574
C -4.102 -2.608 2.124
C -5.050 -3.800 1.701
C -6.539 -3.351 2.061
C -7.016 -2.075 1.216
C -7.530 -0.867 2.121
C -6.692 0.488 1.906
C -6.260 1.138 3.311
C -4.869 1.898 3.211
C -4.812 3.008 2.069
C -4.758 4.497 2.655
C -5.908 4.805 3.702
C -7.352 4.636 2.987
C 0.798 -0.884 2.702
C 1.465 -2.256 3.203
C 2.056 -3.026 1.952
C 3.528 -2.541 1.525
F 4.358 -3.616 1.909
F 3.831 -1.419 2.323
C 3.584 -2.236 -0.020
F 2.465 -1.542 -0.490
F 3.538 -3.466 -0.693
S 5.085 -1.300 -0.648
F 6.051 -1.756 0.583
F 4.648 0.113 0.053
F 4.206 -0.837 -1.986
F 5.534 -2.655 -1.480
F 6.372 -0.522 -1.303
H -2.114 -0.387 6.435
H 2.918 -0.129 4.264
H 2.432 1.610 4.250
H 1.961 -0.580 6.635
H 1.041 2.137 7.327
H 2.933 1.872 7.530
H 0.852 1.923 2.447
H -0.340 -1.628 0.857
H -2.405 -1.112 3.030
H -1.383 -2.547 3.420
H -2.499 -2.330 0.536
H -2.300 -3.844 1.557
H -4.009 -2.608 3.251
H -4.447 -1.590 1.789
H -4.943 -4.138 0.633
H -4.844 -4.699 2.372
H -7.281 -4.176 1.866
H -6.647 -3.075 3.158
H -7.861 -2.372 0.530
H -6.172 -1.697 0.554
H -7.519 -1.106 3.227
H -8.606 -0.613 1.866
H -5.825 0.365 1.197
H -7.387 1.250 1.420
H -7.089 1.758 3.770
H -6.098 0.261 4.013
H -4.628 2.437 4.185
H -4.075 1.101 3.094
H -5.717 2.969 1.385
H -3.907 2.852 1.409
H -4.905 5.214 1.786
H -3.713 4.644 3.057
H -5.762 5.835 4.152
H -5.923 4.078 4.578
H -7.243 4.443 1.877
H -7.883 5.626 3.098
H -7.901 3.783 3.488
H 1.570 -0.444 1.984
H 0.664 -2.939 3.638
H 2.195 -2.095 4.048
H 1.311 -2.961 1.114
H 2.098 -4.124 2.241
C 5.572 -5.902 -2.074
C 6.896 -6.392 -1.936
C 7.034 -7.445 -2.804
N 5.843 -7.613 -3.457
C 4.947 -6.673 -3.021
H 5.127 -5.078 -1.541
H 7.662 -6.013 -1.276
H 7.875 -8.088 -3.012
H 5.655 -8.318 -4.150
H 3.946 -6.635 -3.421
C -8.443 9.207 3.619
C -7.327 10.018 3.292
C -6.312 9.681 4.151
N -6.775 8.700 4.987
C -8.071 8.402 4.665
H -9.410 9.210 3.139
H -7.272 10.765 2.514
H -5.304 10.053 4.240
H -6.244 8.266 5.723
H -8.615 7.646 5.209
C 9.962 -2.529 2.195
C 8.600 -2.351 1.842
C 7.991 -3.579 1.931
N 8.936 -4.490 2.320
C 10.139 -3.857 2.488
H 10.727 -1.768 2.231
H 8.120 -1.429 1.556
H 6.972 -3.882 1.751
H 8.772 -5.472 2.462
H 11.014 -4.406 2.799
C -4.840 5.775 -2.006
C -6.197 5.966 -2.373
C -6.816 4.744 -2.299
N -5.882 3.822 -1.905
C -4.678 4.443 -1.720
H -4.070 6.529 -1.956
H -6.668 6.894 -2.658
H -7.836 4.451 -2.492
H -6.056 2.840 -1.772
H -3.811 3.885 -1.402
C 7.946 -8.797 -7.796
C 7.116 -8.550 -6.673
C 7.101 -7.193 -6.466
N 7.894 -6.613 -7.417
C 8.408 -7.583 -8.236
H 8.176 -9.757 -8.233
H 6.588 -9.285 -6.084
H 6.598 -6.592 -5.725
H 8.070 -5.626 -7.503
H 9.059 -7.324 -9.057
C 11.703 -12.086 -8.598
C 12.353 -11.836 -9.834
C 11.980 -10.582 -10.245
N 11.126 -10.067 -9.307
C 10.957 -10.975 -8.298
H 11.776 -12.978 -7.995
H 13.020 -12.501 -10.361
H 12.246 -10.014 -11.123
H 10.691 -9.161 -9.352
H 10.320 -10.753 -7.456
C -0.510 3.977 -2.074
C 0.171 4.237 -3.291
C -0.176 5.501 -3.693
N -1.045 6.014 -2.768
C -1.250 5.093 -1.776
H -0.463 3.075 -1.483
H 0.841 3.571 -3.813
H 0.117 6.079 -4.556
H -1.467 6.926 -2.810
H -1.903 5.311 -0.945
C -12.838 10.302 0.756
C -13.405 11.212 1.685
C -12.403 11.604 2.536
N -11.254 10.962 2.160
C -11.510 10.171 1.072
H -13.346 9.801 -0.053
H -14.431 11.542 1.725
H -12.408 12.281 3.376
H -10.360 11.058 2.612
H -10.726 9.583 0.619
C 6.661 -0.048 -4.215
C 8.053 -0.302 -4.317
C 8.504 0.343 -5.441
N 7.437 0.973 -6.023
C 6.311 0.743 -5.279
H 5.994 -0.403 -3.451
H 8.655 -0.891 -3.643
H 9.489 0.407 -5.875
H 7.475 1.520 -6.866
H 5.360 1.161 -5.571
```

Calculated values
LUMO (hartree): -0.0269
E_HOMO (eV): -7.544
Gap between HOMO and LUMO (eV): 6.813
Molar mass (g/mol): 1289.02

Record 2
ORCA calculation (wB97M-V/def2-TZVPD) on a cluster of 11 separate species, C63H98Br2F12N11O3P2 in total at a distorted geometry.

The geometry in XYZ format:
```
191
C63H98Br2F12N11O3P2, DFT wB97M-V/def2-TZVPD
C 3.362 -6.196 -3.630
N 4.394 -5.627 -2.694
C 5.717 -5.941 -2.851
C 6.610 -5.514 -1.936
C 6.265 -4.662 -0.907
C 4.886 -4.363 -0.739
C 4.017 -4.809 -1.703
C 7.248 -4.276 0.139
C 7.007 -4.438 1.520
C 7.942 -3.944 2.387
N 9.031 -3.330 1.948
C 9.316 -3.204 0.659
C 8.429 -3.687 -0.274
C 10.012 -2.686 2.905
H 3.673 -5.988 -4.650
H 2.375 -5.713 -3.483
H 3.317 -7.292 -3.547
H 5.895 -6.606 -3.683
H 7.653 -5.785 -2.100
H 4.500 -3.784 0.100
H 2.962 -4.633 -1.706
H 6.105 -4.792 1.911
H 7.798 -4.054 3.473
H 10.225 -2.667 0.427
H 8.674 -3.564 -1.283
H 10.116 -1.627 2.609
H 10.950 -3.206 2.791
H 9.627 -2.765 3.916
C -7.117 1.073 2.506
N -5.763 0.782 3.132
C -4.704 1.163 2.444
C -3.451 0.807 2.875
C -3.297 0.192 4.095
C -4.453 -0.210 4.767
C -5.654 0.039 4.250
C -1.945 -0.022 4.786
C -0.941 0.886 4.551
C 0.170 0.863 5.310
N 0.330 -0.050 6.273
C -0.554 -1.053 6.425
C -1.735 -0.989 5.766
C 1.565 0.042 7.189
H -7.036 1.222 1.419
H -7.494 1.962 3.018
H -7.860 0.315 2.708
H -4.935 1.622 1.468
H -2.620 1.072 2.221
H -4.271 -0.822 5.687
H -6.606 -0.348 4.685
H -1.045 1.690 3.856
H 0.957 1.594 5.238
H -0.394 -1.703 7.298
H -2.555 -1.545 6.113
H 2.427 0.383 6.614
H 1.732 -0.928 7.701
H 1.326 0.814 7.894
C -10.983 -4.758 3.223
N -9.494 -4.763 3.186
C -8.716 -5.057 4.251
C -7.344 -5.067 4.196
C -6.730 -4.812 2.952
C -7.543 -4.559 1.844
C -8.879 -4.513 2.014
C -5.270 -4.949 2.729
C -4.646 -5.801 3.686
C -3.317 -6.055 3.547
N -2.574 -5.423 2.666
C -3.153 -4.553 1.822
C -4.469 -4.292 1.805
C -1.121 -5.837 2.501
H -11.333 -4.904 2.196
H -11.299 -3.788 3.500
H -11.395 -5.551 3.846
H -9.271 -5.272 5.170
H -6.747 -5.291 5.066
H -7.118 -4.381 0.862
H -9.501 -4.223 1.185
H -5.190 -6.421 4.364
H -2.746 -6.700 4.181
H -2.555 -3.930 1.158
H -4.876 -3.561 1.139
H -0.973 -6.936 2.503
H -0.545 -5.387 3.320
H -0.747 -5.525 1.527
C -0.307 7.715 -5.809
N -1.030 6.477 -5.312
C -0.713 5.242 -5.689
C -1.499 4.197 -5.373
C -2.654 4.386 -4.556
C -2.863 5.659 -4.092
C -2.083 6.683 -4.485
C -3.708 3.326 -4.379
C -4.348 3.262 -3.143
C -5.406 2.374 -3.078
N -5.810 1.637 -4.089
C -5.206 1.752 -5.292
C -4.108 2.565 -5.437
C -7.041 0.773 -3.971
H 0.554 7.354 -6.363
H -0.002 8.347 -4.971
H -0.944 8.309 -6.522
H 0.139 5.130 -6.311
H -1.292 3.220 -5.867
H -3.685 5.914 -3.432
H -2.254 7.711 -4.229
H -3.981 3.844 -2.354
H -5.822 2.252 -2.095
H -5.552 1.030 -6.055
H -3.615 2.637 -6.384
H -7.949 1.320 -4.138
H -7.099 0.378 -2.937
H -6.855 -0.063 -4.631
C 6.504 -0.291 -3.739
N 6.348 1.032 -2.941
C 5.242 1.848 -3.528
C 6.134 0.857 -1.488
C 7.634 1.915 -3.214
C 8.997 1.439 -2.743
O 9.770 2.603 -3.078
H 5.725 -1.030 -3.537
H 7.489 -0.578 -3.396
H 6.582 -0.012 -4.771
H 5.269 2.778 -3.016
H 4.250 1.433 -3.276
H 5.364 1.820 -4.624
H 6.270 1.844 -1.032
H 6.952 0.220 -1.141
H 5.174 0.391 -1.355
H 7.510 2.850 -2.636
H 7.709 2.185 -4.289
H 9.294 0.530 -3.324
H 9.109 1.235 -1.672
H 9.879 2.629 -4.025
C -0.054 0.472 -2.082
N -1.376 -0.025 -1.420
C -1.222 0.090 0.043
C -2.500 0.873 -1.859
C -1.809 -1.436 -1.942
C -0.794 -2.508 -1.656
O -0.601 -2.544 -0.248
H -0.068 0.387 -3.145
H 0.736 -0.081 -1.599
H -0.041 1.524 -1.785
H -0.334 -0.415 0.302
H -2.078 -0.366 0.590
H -1.130 1.115 0.286
H -2.153 1.857 -1.619
H -3.439 0.616 -1.321
H -2.635 0.824 -2.927
H -1.741 -1.339 -3.021
H -2.831 -1.562 -1.611
H 0.174 -2.283 -2.134
H -1.151 -3.467 -2.026
H -0.116 -3.360 -0.072
C 0.895 6.653 0.786
N 1.378 6.580 2.208
C 2.781 7.144 2.272
C 0.388 7.408 3.014
C 1.305 5.131 2.742
C 2.207 4.069 2.143
O 1.626 2.822 2.328
H 1.555 6.055 0.153
H 0.838 7.691 0.507
H -0.129 6.236 0.716
H 3.495 6.567 1.698
H 3.137 7.158 3.311
H 2.871 8.171 1.878
H 0.731 7.413 4.062
H -0.558 6.822 2.962
H 0.267 8.388 2.569
H 0.276 4.879 2.627
H 1.558 5.193 3.847
H 3.119 4.106 2.728
H 2.445 4.271 1.069
H 0.857 2.766 1.722
Br 0.907 -5.260 -0.355
Br -5.063 -0.959 0.277
P -2.397 3.646 0.662
F -3.232 3.759 2.109
F -3.577 4.442 0.005
F -1.528 4.929 1.059
F -1.519 3.589 -0.680
F -1.220 2.737 1.420
F -3.139 2.267 0.263
P 2.736 -1.933 -3.903
F 3.422 -0.501 -4.170
F 4.219 -2.672 -3.896
F 2.954 -1.825 -2.382
F 2.014 -3.333 -3.670
F 1.250 -1.226 -3.842
F 2.576 -2.066 -5.504
```

Calculated values
LUMO (hartree): -0.4942
E_HOMO (eV): -18.627
Total charge: +7
Gap between HOMO and LUMO (eV): 5.179
Molar mass (g/mol): 1507.28